75
Properties=species:S:1:pos:R:3:forces:R:3 method="wB97M-V/def2-TZVPD" total_charge=-2 s_squared=8.940 de_lowest_ev=0.000 multiplicity=6 gap_ev="6.2 / 6.2"
Br 3.9332 -1.4569 -0.0665 -0.01 0.05 -0.07
Br -0.2853 -4.4480 0.4579 -0.01 0.18 0.10
Se -2.3797 1.1646 3.4596 -0.12 0.21 0.07
Ge 0.7309 0.5588 -1.7220 0.00 0.07 -0.18
Mn 0.4634 -1.7963 0.8469 0.51 -0.30 -0.33
S 0.4552 -1.2461 4.2968 0.17 -0.36 0.05
S 1.3561 1.0410 2.9290 0.30 0.20 -0.25
F 3.4853 1.8070 4.2818 -0.02 -0.01 -0.03
F 1.4477 -3.4208 5.3661 -0.02 0.00 0.00
F 2.9311 -2.1852 4.3920 -0.02 -0.01 0.01
F 2.1264 -1.5969 6.3110 -0.01 0.02 0.01
F 3.8055 0.0590 3.0462 -0.02 0.06 0.00
F 3.6534 2.0178 2.1342 -0.02 -0.06 0.04
O 0.3342 -1.9489 3.0357 -0.02 -0.16 -0.18
O 1.1984 0.3651 1.6596 -0.15 -0.07 0.07
O -1.4477 -1.2822 0.8604 -0.16 0.12 -0.01
O -0.6179 -1.3503 5.2234 -0.03 -0.03 0.09
O 0.8558 2.3707 3.0504 0.00 -0.01 0.05
N 1.0789 0.1669 4.1925 -0.13 0.26 0.25
N -5.0340 0.2449 2.4509 0.02 -0.02 -0.05
N -3.2658 -2.4845 1.3717 0.11 -0.12 0.00
C 2.4731 -2.3353 0.8747 -0.13 -0.05 0.15
C 1.0010 0.5909 -3.6915 -0.08 -0.08 0.06
C 3.1834 1.2369 3.1065 0.02 0.02 -0.09
C 3.3502 1.8293 -1.5023 0.00 0.00 -0.03
C 1.1250 -0.5751 -4.4435 0.00 -0.01 0.00
C -3.9988 0.6072 2.8428 -0.08 -0.07 0.07
C -2.7585 -2.0279 -0.9778 0.01 -0.03 0.02
C 4.2682 2.8109 -1.1606 0.00 0.03 0.02
C 3.8610 3.9175 -0.4248 0.00 -0.02 -0.05
C -3.2977 1.6220 -2.4172 -0.02 0.00 0.03
C 1.0041 1.8078 -4.3743 0.06 0.03 0.00
C -2.9343 1.9705 -0.0694 -0.02 -0.01 0.02
C -2.4640 -1.9132 0.4858 -0.03 0.05 0.06
C 0.8759 -1.2494 -1.0949 0.02 0.02 0.32
C -4.3119 -3.4032 0.9658 -0.06 0.03 0.00
C 1.8230 -2.1592 5.1362 0.01 -0.01 -0.02
C 1.2474 -0.5327 -5.8285 0.00 0.02 0.00
C -1.6053 1.5956 -0.2206 -0.02 -0.16 0.02
C 2.5355 4.0298 -0.0351 0.00 -0.01 0.00
C -1.9702 1.2400 -2.5610 0.03 0.10 -0.02
C 1.2430 0.6871 -6.4894 0.00 -0.01 0.02
C -2.9062 -2.4834 2.7859 0.03 -0.01 -0.02
C 1.6215 3.0400 -0.3776 -0.04 0.03 0.01
C -3.7819 1.9872 -1.1678 0.02 -0.05 -0.04
C 2.0139 1.9271 -1.1154 -0.05 -0.07 0.02
C 1.1224 1.8615 -5.7562 0.00 -0.01 0.01
C -1.1011 1.2211 -1.4664 0.03 0.07 -0.15
H -3.8853 -4.3039 0.5159 0.00 0.00 -0.01
H -2.2532 -2.9320 -1.3299 -0.01 0.00 -0.01
H -4.8244 2.2535 -1.0405 0.00 0.01 0.00
H -4.8722 -3.6862 1.8534 0.00 0.01 0.00
H 2.7330 -2.2297 1.9267 -0.03 -0.03 0.01
H -1.6128 0.9456 -3.5420 0.01 -0.01 0.00
H 1.1165 2.8198 -6.2630 0.01 0.00 0.00
H 1.3307 0.7243 -7.5690 0.01 0.00 0.00
H 5.3044 2.7088 -1.4621 0.01 0.00 0.00
H 3.6808 0.9713 -2.0778 0.00 0.00 0.01
H 1.3408 -1.4554 -6.3896 0.00 0.00 -0.01
H 2.4998 -3.3823 0.5847 -0.01 0.04 -0.05
H 0.9138 2.7331 -3.8138 -0.01 0.00 0.01
H -3.9568 1.6145 -3.2787 0.00 0.01 0.00
H -2.3211 -1.1673 -1.4741 0.02 0.03 -0.02
H 4.5777 4.6829 -0.1506 0.00 0.00 0.01
H -0.9939 1.5294 0.6717 0.02 0.05 0.02
H -3.3033 2.1978 0.9231 0.03 0.04 -0.06
H -2.2844 -1.6224 3.0049 -0.05 0.00 -0.01
H 1.4499 -1.9383 -1.7124 -0.03 0.00 0.01
H 0.5929 3.1421 -0.0536 0.00 -0.01 0.01
H -5.0062 -2.9352 0.2702 0.00 0.01 0.01
H -3.8202 -2.0893 -1.2025 0.00 0.02 0.00
H -2.3597 -3.3997 3.0255 -0.01 0.00 0.01
H 1.1211 -1.5368 -3.9428 -0.01 0.00 0.02
H 2.2080 4.8788 0.5528 0.00 0.00 0.01
H -3.8198 -2.4061 3.3723 0.00 0.00 0.01

11
Properties=species:S:1:pos:R:3:forces:R:3 method="wB97M-V/def2-TZVPD" smiles="FCCSC=S" de_lowest_ev=0.549 multiplicity=1 gap_ev=8.6
S 0.1486 1.5692 -0.5439 -0.47 -0.37 0.04
S 2.0267 0.9558 -2.8480 0.08 0.54 -0.91
F -0.5239 -1.7139 -0.2758 0.70 -0.26 -0.11
C -1.0375 -0.8113 0.6003 -1.66 1.00 1.48
C -0.2109 0.4207 0.8885 2.57 -0.43 -0.37
C 1.2086 0.5755 -1.5452 -0.08 -0.69 2.13
H 1.4086 -0.3831 -1.0409 -0.28 0.20 -0.29
H 0.8198 0.1652 1.2325 -0.66 -0.21 -0.20
H -1.2746 -1.2895 1.6112 0.33 0.25 -1.43
H -0.6051 0.9299 1.7697 -0.39 0.42 -0.54
H -1.9603 -0.4186 0.1514 -0.13 -0.44 0.19

19
Properties=species:S:1:pos:R:3:forces:R:3 method="wB97M-V/def2-TZVPD" smiles=CCO[C@H]1C[C@H]1C de_lowest_ev=1.564 multiplicity=1 gap_ev=10.5
O 0.1882 -0.1606 1.0222 0.14 0.04 0.02
C -1.9183 -1.2296 1.6773 -0.07 -0.03 -0.07
C 1.4448 1.7029 -0.0488 0.01 0.15 -0.04
C 0.6377 1.0176 -1.1309 0.01 0.15 -0.15
C 1.2219 -0.2546 -1.7050 -0.10 -0.09 -0.03
C 0.1579 1.0259 0.2971 -0.13 0.22 -0.05
C -0.8285 -1.0711 0.6167 -0.13 -0.18 -0.01
H -0.6855 1.6717 0.5539 0.12 -0.08 -0.15
H 2.3742 1.2074 0.2388 -0.31 0.19 -0.03
H 1.6937 -0.8538 -0.9168 -0.07 0.19 -0.15
H 0.0813 1.6602 -1.8261 0.33 -0.29 0.26
H 1.9799 -0.0381 -2.4700 -0.21 -0.03 0.16
H -1.2634 -0.7390 -0.3442 0.10 -0.10 0.39
H 1.4499 2.7911 -0.0486 0.13 -0.25 0.18
H 0.4375 -0.8721 -2.1505 0.11 0.00 -0.10
H -2.3854 -0.2730 1.9427 0.25 -0.09 -0.10
H -1.5494 -1.7014 2.5988 0.02 0.18 -0.31
H -2.7160 -1.8565 1.2685 0.07 -0.07 0.07
H -0.3206 -2.0271 0.4250 -0.25 0.08 0.09

45
Properties=species:S:1:pos:R:3:forces:R:3 method="wB97M-V/def2-TZVPD" total_charge=+1 de_lowest_ev=0.314 multiplicity=1 gap_ev=7.4
Pb -15.7249 6.0788 -8.1430 0.28 0.05 0.25
I -18.8121 4.6395 -7.8673 0.30 0.77 -0.53
Se -14.6791 7.6785 -6.4626 0.08 0.10 0.47
O -15.0256 4.1706 -8.0005 -0.25 -0.91 0.03
N -13.9941 6.0799 -9.7218 0.21 0.91 -1.72
C -14.3595 5.8067 -4.3214 -0.97 -1.29 0.90
C -14.3469 5.3594 -10.9564 -0.94 -0.23 -0.23
C -17.7548 6.2189 -8.9303 0.03 -0.88 -0.67
C -13.6978 4.8215 -3.5848 1.56 0.56 -0.81
C -12.3799 4.4303 -3.9083 -0.22 -0.58 0.52
C -15.8110 6.0525 -3.8737 -0.03 0.44 -2.12
C -14.8743 3.2648 -12.0638 2.25 -2.29 3.66
C -15.2859 3.3568 -6.8484 -0.56 0.93 1.18
C -14.2509 3.9849 -11.0007 0.00 -1.22 0.06
C -12.3384 6.1143 -5.6746 -1.92 -0.22 0.17
C -11.7051 6.8061 -6.8115 3.44 -0.37 -0.25
C -15.0329 6.0087 -11.9799 -0.80 -0.70 -1.54
C -13.6780 6.3981 -5.3839 -0.83 0.33 0.07
C -15.4750 3.8922 -13.0504 -1.96 1.33 -3.43
C -15.6112 5.2745 -13.0771 2.32 0.14 3.72
C -11.7374 5.0923 -4.9476 0.47 0.33 -0.34
C -11.6962 3.2907 -3.1262 -0.02 0.82 -0.79
H -10.8224 6.0972 -7.0990 -1.40 1.57 -0.06
H -14.9025 2.1410 -12.0314 0.39 1.33 0.00
H -10.7222 4.8515 -5.2527 -0.04 -0.26 0.29
H -16.6172 5.9489 -4.6568 1.08 0.50 0.34
H -11.0675 3.6646 -2.3269 0.26 0.15 0.00
H -15.8637 7.0000 -3.4040 -0.26 1.47 -0.08
H -11.1543 2.5594 -3.7202 0.47 0.52 -0.48
H -12.4105 2.6593 -2.6825 -1.31 -0.47 0.85
H -13.2859 5.5469 -9.2614 0.59 -0.48 0.65
H -15.8656 3.3218 -13.9012 -0.06 0.18 0.45
H -14.3308 2.9476 -6.4997 -0.31 -0.06 -0.05
H -15.7191 3.9976 -6.0567 0.58 -0.18 0.13
H -12.3490 7.0378 -7.6619 0.13 -0.29 0.22
H -14.1742 4.4345 -2.7167 -0.35 -0.57 0.42
H -15.1136 7.0786 -11.9578 -0.16 0.44 -0.03
H -17.7760 6.1097 -10.0269 -0.05 -0.33 0.58
H -11.2362 7.7868 -6.4875 -0.51 -1.04 -0.37
H -16.0809 2.5850 -6.8827 0.61 0.10 -1.07
H -18.0918 7.1993 -8.6753 -0.50 0.43 0.40
H -16.1347 5.7601 -13.8185 -0.91 1.05 -1.55
H -16.2022 5.4510 -3.1097 0.30 -1.62 1.12
H -13.5670 7.0035 -9.9400 -0.49 -0.71 0.19
H -13.7233 3.4502 -10.1897 -0.53 0.26 -0.54

19
Properties=species:S:1:pos:R:3:forces:R:3 method="wB97M-V/def2-TZVPD" smiles="C=CCC(=C)C.O" de_lowest_ev=3.290 multiplicity=1 gap_ev=9.7
O 6.5342 -2.2668 -2.1226 -2.05 2.65 -0.42
C 0.0761 0.5727 -0.9437 -1.83 -2.68 -1.79
C -2.7816 -1.6334 0.4437 1.61 0.35 2.07
C 0.0918 1.6434 1.1611 2.59 2.83 0.92
C -2.1204 0.7646 0.2417 1.19 -0.87 0.89
C -0.6069 0.9641 0.1067 -0.75 -0.12 -0.43
C -2.2337 -0.5261 1.0092 -2.47 -1.05 -2.20
H -2.6050 1.4652 0.9280 0.21 0.83 -0.82
H -2.4291 0.7467 -0.8129 -0.84 -0.17 0.71
H -0.3178 -0.2402 -1.6625 0.40 1.83 0.83
H 1.1410 2.0416 0.9087 -1.49 -0.49 -0.42
H -0.4838 2.5249 1.4129 -0.04 0.31 0.71
H 0.3949 1.1103 2.0466 -0.82 -0.71 0.53
H -2.4514 -2.5490 1.0232 -1.65 0.57 -1.04
H -2.1675 -0.5132 2.0812 1.34 -0.04 0.33
H 6.5793 -1.4043 -1.5916 0.08 -1.90 -1.01
H 5.7443 -2.0487 -2.7383 1.97 -0.74 1.43
H -3.4273 -1.5317 -0.4328 0.87 -0.71 -0.14
H 1.0628 0.8798 -1.0587 1.70 0.13 -0.14

19
Properties=species:S:1:pos:R:3:forces:R:3 method="wB97M-V/def2-TZVPD" smiles="C=C/C=C/CC.O" de_lowest_ev=4.430 multiplicity=1 gap_ev=8.2
O -0.7683 -0.7472 -5.4895 0.14 -0.75 0.80
C -1.0795 1.5154 1.0449 1.35 0.48 1.67
C 0.1823 0.6407 1.4698 -1.45 -1.24 1.24
C 2.0243 -0.8975 0.4778 -0.93 -0.28 -1.57
C 1.6120 -2.0664 0.9863 0.56 0.57 1.28
C -2.3527 1.2366 2.0166 -0.85 0.49 -3.25
C 1.4007 0.4142 0.8917 0.22 2.08 -0.14
H -0.1144 0.0986 2.4358 0.15 -0.65 -1.97
H 1.1401 -1.9869 1.9898 0.09 -0.48 -0.82
H -1.5453 -1.1974 -5.1040 0.56 0.36 -0.31
H 1.9395 1.3894 0.6600 -0.85 -1.37 -1.30
H 1.8179 -3.0611 0.5922 0.02 0.43 -0.04
H -3.0234 2.0948 1.7089 0.61 -0.59 1.03
H 2.4213 -0.8961 -0.6306 -0.29 0.26 2.45
H -2.0490 1.2841 3.0622 -0.37 -0.21 -0.14
H -0.7220 2.5737 1.2177 -0.89 -0.66 -0.39
H -1.3549 1.4003 -0.0338 0.47 -0.08 0.99
H -0.0100 -1.1327 -4.9998 -0.70 0.39 -0.48
H -3.0759 0.3525 1.6946 2.18 1.25 0.96

15
Properties=species:S:1:pos:R:3:forces:R:3 method="wB97M-V/def2-TZVPD" smiles=C[C@H]1CN1CC#N de_lowest_ev=1.841 multiplicity=1 gap_ev=10.8
N 0.2522 0.4755 0.6946 0.00 0.08 -0.09
N 2.3059 0.5738 -2.1209 -0.08 -0.20 1.20
C 1.6890 0.3380 0.4376 0.22 0.00 -0.01
C -0.5081 0.8919 -0.4984 -0.20 0.21 -0.12
C -1.8084 -0.9523 0.6215 -0.05 -0.03 0.04
C 2.0793 0.4474 -0.9927 0.34 0.07 -0.89
C -0.5291 -0.5131 -0.0428 -0.14 -0.20 -0.13
H 2.2416 1.1004 0.9941 -0.11 -0.04 -0.09
H -2.2686 -0.0812 1.1003 0.04 -0.19 -0.03
H -1.4424 1.4224 -0.3495 0.24 0.24 0.32
H 2.0217 -0.6427 0.7940 -0.02 0.16 0.05
H -2.5019 -1.3308 -0.1372 0.06 -0.03 0.16
H 0.0460 -1.2797 -0.5655 -0.14 0.22 -0.08
H -1.6563 -1.7155 1.3899 0.05 0.02 -0.15
H 0.0790 1.2657 -1.3251 -0.21 -0.32 -0.18

16
Properties=species:S:1:pos:R:3:forces:R:3 method="wB97M-V/def2-TZVPD" total_charge=-1 de_lowest_ev=3.948 multiplicity=1 gap_ev=6.9
S -2.7596 0.1806 -0.4686 0.47 0.65 0.67
O 2.8496 -2.0366 0.1377 -0.32 -1.16 0.70
O 4.0080 -0.0136 -0.3033 0.47 -0.19 0.16
O -3.0985 0.8280 0.8299 -1.03 -0.43 0.32
N -1.2884 0.8108 -0.8794 1.73 0.04 -0.27
N 0.6972 1.6876 0.1700 -0.90 1.13 -0.57
C 2.5823 0.3776 -0.4568 -1.63 2.05 0.18
C 1.9277 1.5916 -0.1778 1.31 -3.10 -0.79
C -0.4585 1.1004 0.1243 -1.18 -1.24 1.20
C 2.9134 -0.8769 -0.0630 0.89 0.55 -0.95
C -2.3418 -1.5667 -0.0192 -1.27 1.65 0.64
H -1.7632 -1.4186 0.8783 0.25 -0.33 0.39
H -0.7700 0.8577 1.1726 -0.44 0.22 -0.72
H -3.3122 -2.0697 0.1815 0.84 0.07 -0.32
H 2.5618 2.4351 -0.2970 0.32 1.08 0.19
H -1.7479 -1.8874 -0.8291 0.48 -0.99 -0.83